{
  "formula": "C26H30CaIN2O2",
  "method": "ωB97M-V/def2-TZVPD",
  "lumo_energy_ev": -3.05,
  "charge": 1,
  "multiplicity": 1,
  "e_above_lowest_kj_mol": 0.0,
  "orbital_gap_ha": 0.2772,
  "elements": ["Ca", "C", "C", "N", "C", "C", "C", "O", "C", "C", "N", "C", "C", "C", "C", "C", "C", "I", "C", "O", "H", "H", "H", "H", "H", "H", "H", "H", "H", "H", "H", "H", "C", "C", "C", "C", "C", "C", "C", "C", "C", "C", "C", "C", "H", "H", "H", "H", "H", "H", "H", "H", "H", "H", "H", "H", "H", "H", "H", "H", "H", "H"],
  "coordinates": [[-0.312632, -0.754484, 0.242951], [-3.202479, 0.721259, -3.268345], [-2.968505, 1.792372, -2.247810], [-3.542883, 2.955318, -2.411368], [-3.330866, 3.932063, -1.504013], [-2.544302, 3.778996, -0.396468], [-2.351414, 4.946586, 0.537439], [-0.988386, 5.361134, 0.626022], [-1.906722, 2.523579, -0.185757], [-1.070503, 2.384822, 0.983467], [-0.370626, 1.360256, 1.360200], [0.435747, 1.544665, 2.506985], [1.224474, 2.684645, 2.667625], [2.041674, 2.833951, 3.775129], [2.101642, 1.841849, 4.742607], [1.334063, 0.694989, 4.600485], [0.517917, 0.561193, 3.489255], [-0.678131, -1.177809, 3.371348], [-2.115698, 1.502142, -1.131979], [-1.578700, 0.321060, -1.048381], [-3.867864, 1.100488, -4.039100], [-3.646385, -0.164113, -2.808584], [-2.261221, 0.408769, -3.726136], [-3.829703, 4.874054, -1.699678], [-2.648798, 4.696348, 1.556838], [-2.990913, 5.770513, 0.214198], [-0.729357, 5.727779, -0.226008], [-1.025699, 3.266116, 1.619269], [1.195436, 3.451849, 1.903289], [2.640123, 3.728972, 3.877291], [2.741395, 1.954167, 5.606834], [1.364915, -0.080713, 5.352966], [0.861473, -4.296641, 1.468398], [0.951218, -3.322508, 0.317333], [0.031478, -3.413183, -0.738093], [-1.072955, -4.442315, -0.712287], [0.146200, -2.553601, -1.846959], [-0.826136, -2.644201, -2.994652], [1.168807, -1.595575, -1.894551], [1.211424, -0.621037, -3.046633], [2.125687, -1.540951, -0.864350], [3.317812, -0.618423, -0.978307], [1.994292, -2.378488, 0.261210], [2.980686, -2.276769, 1.401866], [1.006804, -5.315652, 1.105035], [-0.112847, -4.268048, 1.957053], [1.612146, -4.110973, 2.227984], [-2.041602, -3.997116, -0.941983], [-1.154915, -4.942052, 0.246444], [-0.891686, -5.211553, -1.465869], [-0.312555, -2.516793, -3.946002], [-1.582752, -1.856965, -2.923702], [-1.335075, -3.602065, -3.023170], [1.781386, -1.024243, -3.887547], [1.666357, 0.324248, -2.761011], [0.207137, -0.397689, -3.398146], [3.237295, 0.257877, -0.329170], [3.453760, -0.265797, -1.995152], [4.228653, -1.144276, -0.697188], [3.635923, -3.149711, 1.432382], [2.467854, -2.222907, 2.363078], [3.608510, -1.395410, 1.323415]],
  "forces_ev_per_angstrom": [[-0.061, -0.068, 0.075], [-0.023, 0.008, -0.003], [0.019, -0.015, 0.004], [0.007, 0.021, 0.016], [-0.023, -0.013, -0.033], [0.011, 0.025, 0.030], [-0.004, -0.004, -0.002], [-0.002, 0.005, -0.004], [0.057, -0.009, 0.076], [-0.042, 0.013, -0.060], [-0.124, 0.011, -0.237], [0.085, -0.006, 0.086], [0.024, 0.023, -0.007], [-0.001, 0.002, 0.002], [-0.025, -0.037, -0.003], [0.030, 0.055, -0.002], [-0.058, -0.188, 0.078], [0.073, 0.130, 0.010], [0.013, -0.023, -0.013], [-0.011, 0.011, 0.035], [0.002, -0.003, 0.000], [0.004, -0.001, 0.001], [0.002, 0.003, -0.002], [0.002, 0.005, 0.007], [-0.004, 0.000, 0.000], [0.005, 0.003, -0.001], [0.000, 0.001, 0.001], [-0.012, 0.006, -0.013], [0.000, -0.003, 0.002], [0.002, -0.001, 0.002], [0.000, -0.001, 0.001], [0.002, 0.001, 0.005], [0.002, 0.002, 0.001], [0.106, -0.026, 0.142], [-0.107, 0.027, -0.182], [-0.010, 0.004, -0.023], [-0.138, -0.110, 0.001], [-0.021, -0.003, -0.001], [0.126, 0.103, -0.036], [0.006, 0.006, -0.011], [0.043, 0.001, 0.058], [0.002, 0.009, 0.004], [0.055, 0.051, -0.010], [-0.013, 0.003, 0.004], [-0.005, 0.000, -0.001], [-0.001, 0.005, 0.002], [0.004, -0.006, -0.003], [0.000, 0.001, -0.004], [-0.002, 0.004, 0.008], [0.003, -0.005, 0.005], [-0.002, -0.007, 0.003], [-0.002, -0.011, -0.005], [-0.010, -0.004, 0.005], [-0.002, -0.002, 0.002], [0.000, -0.002, -0.003], [0.001, 0.002, -0.006], [0.000, 0.003, -0.004], [0.006, -0.003, 0.006], [0.002, 0.001, 0.003], [0.005, 0.001, -0.003], [0.001, -0.006, 0.001], [-0.003, 0.008, -0.001]]
}